Molecular formula: C43H54BF2N7TeTi
Method: DFT, ωB97M-V/def2-TZVPD

Values from the calculation:
- Energy above the lowest of the compared OMol25 structures with the same formula, charge and spin: 66.4 kcal/mol
- Total charge: -1
- Kohn-Sham gap (spin up / spin down): 5.42 / 6.26 eV
- 2S+1: 2
- Lowest unoccupied orbital energy (spin up / spin down): 2.193 / 2.065 eV
- M: 893.23 g mol⁻¹
- E_HOMO (spin up / spin down): -3.23 / -4.19 eV

Geometry (Å):
Ti (-0.2874, -0.1903, -0.0518)
C (3.1619, -0.9552, -0.9640)
C (2.9356, -0.9487, 0.5570)
N (2.0684, 0.1491, 0.9593)
C (2.6897, 1.4670, 0.8480)
C (1.6599, 2.4988, 0.4326)
N (0.9123, 2.0373, -0.7315)
C (1.5928, 2.1539, -2.0138)
C (2.4853, 0.9613, -2.3504)
N (2.0864, -0.3047, -1.7212)
H (4.1124, -0.4617, -1.1921)
H (3.2648, -1.9926, -1.2884)
H (2.4528, -1.8732, 0.8640)
H (3.9136, -0.9068, 1.0610)
H (1.7213, -0.0151, 1.8984)
H (3.1529, 1.7741, 1.7941)
H (3.4910, 1.4214, 0.1105)
H (0.9478, 2.6579, 1.2464)
H (2.1673, 3.4565, 0.2395)
H (0.0709, 2.5898, -0.7930)
H (0.8188, 2.2449, -2.7693)
H (2.2078, 3.0674, -2.0534)
H (2.5082, 0.8479, -3.4390)
H (3.5070, 1.1871, -2.0369)
H (1.7163, -0.9260, -2.4313)
N (-3.7604, 1.4775, 9.6748)
C (-3.3554, 1.2938, 8.6136)
C (-2.8468, 1.0637, 7.2873)
C (-1.8350, 1.8757, 6.7804)
C (-1.3499, 1.6501, 5.5054)
C (-1.8557, 0.6187, 4.7109)
C (-2.8686, -0.1872, 5.2379)
C (-3.3633, 0.0283, 6.5100)
C (-1.3423, 0.3843, 3.3456)
C (-1.5106, 1.4098, 2.3955)
C (-2.0543, 2.6807, 2.6078)
C (-2.1732, 3.2964, 1.3484)
C (-1.6987, 2.3966, 0.4327)
N (-1.2468, 1.2369, 1.0346)
C (-0.7656, -0.8657, 3.0527)
C (-0.5452, -1.8870, 3.9906)
C (0.1742, -2.8871, 3.3392)
C (0.3702, -2.4417, 2.0524)
N (-0.1778, -1.2031, 1.8295)
H (-1.4287, 2.6711, 7.3913)
H (-0.5570, 2.2732, 5.1134)
H (-3.2701, -0.9844, 4.6271)
H (-4.1549, -0.5947, 6.9044)
H (-2.3896, 3.0725, 3.5525)
H (-2.5892, 4.2659, 1.1254)
H (-1.7315, 2.4550, -0.6432)
H (-0.8668, -1.8770, 5.0182)
H (0.5199, -3.8258, 3.7419)
H (0.8563, -2.9739, 1.2617)
C (0.7369, -9.3491, -0.2498)
C (0.6312, -7.8563, -0.4112)
C (-0.4481, -7.2819, -1.0617)
C (-0.5662, -5.9034, -1.2231)
C (-1.7751, -5.3561, -1.9269)
C (0.4518, -5.0775, -0.7204)
Te (0.3977, -3.0265, -1.2536)
C (1.5414, -5.6338, -0.0340)
C (2.6356, -4.8117, 0.5869)
C (1.6095, -7.0175, 0.0983)
H (0.0070, -9.8640, -0.8740)
H (0.5599, -9.6485, 0.7856)
H (1.7308, -9.7052, -0.5268)
H (-1.2308, -7.9208, -1.4571)
H (-2.4836, -6.1559, -2.1443)
H (-1.4964, -4.8689, -2.8637)
H (-2.2760, -4.5972, -1.3251)
H (2.8884, -3.9495, -0.0298)
H (3.5323, -5.4154, 0.7275)
H (2.3310, -4.4336, 1.5647)
H (2.4584, -7.4491, 0.6196)
F (-2.4817, -1.8612, -1.6302)
B (-1.6352, -1.8447, -0.5646)
F (-2.2095, -2.4572, 0.5190)
C (1.2592, -2.3286, -5.2669)
C (0.7243, -0.9499, -4.9760)
C (0.9543, 0.0977, -5.8651)
C (0.3645, 1.3328, -5.6242)
C (0.5696, 2.4814, -6.5802)
C (-0.4092, 1.5251, -4.4877)
C (-0.6337, 0.5082, -3.5263)
C (-0.0551, -0.7323, -3.8525)
N (-1.3318, 0.6727, -2.3434)
C (-2.7059, 1.2268, -2.5329)
C (-3.6054, 0.7930, -1.3578)
C (-2.8260, 2.7614, -2.7327)
C (-3.3801, 0.6006, -3.7739)
H (0.5826, -2.8751, -5.9276)
H (1.3641, -2.9138, -4.3521)
H (2.2293, -2.2766, -5.7639)
H (1.5607, -0.0576, -6.7510)
H (1.1626, 2.1759, -7.4430)
H (1.0854, 3.3142, -6.0968)
H (-0.3865, 2.8617, -6.9449)
H (-0.8003, 2.5172, -4.3191)
H (-0.3216, -1.5703, -3.2299)
H (-3.0914, 0.7765, -0.4038)
H (-3.9708, -0.2155, -1.5288)
H (-4.4652, 1.4595, -1.2588)
H (-2.2456, 3.3610, -2.0234)
H (-3.8718, 3.0637, -2.6417)
H (-2.5022, 3.0548, -3.7284)
H (-3.2991, -0.4855, -3.7181)
H (-2.9303, 0.9310, -4.7115)
H (-4.4394, 0.8711, -3.7914)

Results of the Löwdin charge analysis, in e, for atoms 1 through 99:
1. Ti 1.040
2. C -0.236
3. C -0.212
4. N -0.088
5. C -0.179
6. C -0.189
7. N -0.099
8. C -0.179
9. C -0.173
10. N -0.084
11. H 0.103
12. H 0.076
13. H 0.055
14. H 0.121
15. H 0.112
16. H 0.124
17. H 0.105
18. H 0.112
19. H 0.119
20. H 0.065
21. H 0.079
22. H 0.120
23. H 0.117
24. H 0.097
25. H 0.015
26. N 0.132
27. C -0.198
28. C -0.248
29. C -0.030
30. C -0.024
31. C -0.175
32. C -0.015
33. C -0.025
34. C -0.086
35. C -0.252
36. C -0.044
37. C -0.076
38. C -0.238
39. N -0.061
40. C -0.255
41. C -0.046
42. C -0.085
43. C -0.241
44. N -0.075
45. H 0.114
46. H 0.121
47. H 0.128
48. H 0.115
49. H 0.092
50. H 0.092
51. H 0.049
52. H 0.095
53. H 0.089
54. H -0.016
55. C -0.060
56. C -0.280
57. C -0.025
58. C -0.304
59. C -0.082
60. C -0.408
61. Te 1.439
62. C -0.300
63. C -0.074
64. C -0.030
65. H 0.069
66. H 0.078
67. H 0.074
68. H 0.109
69. H 0.073
70. H 0.073
71. H 0.066
72. H 0.031
73. H 0.077
74. H 0.076
75. H 0.113
76. F 0.055
77. B -1.027
78. F 0.073
79. C -0.053
80. C -0.284
81. C -0.048
82. C -0.285
83. C -0.059
84. C -0.046
85. C -0.339
86. C -0.063
87. N 0.018
88. C -0.586
89. C -0.055
90. C -0.058
91. C -0.055
92. H 0.080
93. H 0.040
94. H 0.071
95. H 0.103
96. H 0.066
97. H 0.073
98. H 0.075
99. H 0.096